68
Properties=species:S:1:pos:R:3 method="wB97M-V/def2-TZVPD" e_homo_ev=-4.4 orbital_gap_ev=6.71 charge=-1 de_lowest_kcal_mol=29.0 spin_multiplicity=1
Ir 0.137 0.049 0.441
Cl -1.192 -4.469 6.653
C -0.485 -3.463 5.440
C -1.279 -2.609 4.673
Cl -2.984 -2.569 4.934
C -0.716 -1.795 3.708
Cl -1.689 -0.761 2.731
C 0.682 -1.783 3.446
O 1.195 -1.014 2.571
C 1.451 -2.682 4.232
Cl 3.150 -2.741 3.915
C 0.886 -3.492 5.203
Cl 1.889 -4.551 6.132
S 0.625 1.843 1.664
C 0.913 3.150 0.519
C 0.988 4.476 0.936
C 1.196 5.485 0.014
C 1.328 5.173 -1.336
C 1.255 3.860 -1.762
C 1.052 2.833 -0.837
S 0.973 1.167 -1.348
H 0.870 4.708 1.988
H 1.239 6.516 0.342
H 1.474 5.964 -2.062
H 1.334 3.616 -2.815
O -1.587 -0.709 -0.323
C -2.487 -0.129 -1.210
C -3.560 -1.218 -1.383
C -4.239 -1.815 -0.362
C -5.179 -2.777 -0.806
C -5.205 -2.889 -2.163
S -4.076 -1.837 -2.900
C -3.219 1.105 -0.675
C -4.482 1.495 -1.027
C -4.883 2.712 -0.424
C -3.911 3.226 0.380
S -2.515 2.239 0.401
C -1.874 0.243 -2.556
C -2.103 1.356 -3.313
C -1.361 1.369 -4.521
C -0.579 0.261 -4.656
S -0.730 -0.790 -3.320
H -4.051 -1.570 0.673
H -5.804 -3.362 -0.146
H -5.817 -3.543 -2.762
H -5.102 0.914 -1.695
H -5.849 3.174 -0.570
H -3.946 4.127 0.970
H -2.765 2.148 -2.998
H -1.398 2.169 -5.246
H 0.096 0.023 -5.462
C 4.577 -0.182 2.030
C 4.217 -0.918 0.788
C 5.045 -1.143 -0.282
C 4.524 -1.869 -1.368
N 3.257 -2.235 -1.444
C 2.440 -1.904 -0.435
S 0.750 -2.083 -0.540
N 2.958 -1.373 0.706
C 5.399 -2.212 -2.534
H 5.635 0.069 2.037
H 4.329 -0.774 2.910
H 3.980 0.733 2.082
H 6.068 -0.799 -0.271
H 2.313 -1.294 1.532
H 6.392 -2.519 -2.207
H 5.514 -1.331 -3.169
H 4.936 -3.000 -3.122